Model i:
Below is CH3F2PS in the gas phase, with properties calculated with ωB97M-V/def2-TZVPD.

Values from the calculation:
Structure (SMILES) ... FC(F)(P)S
Lowest unoccupied orbital energy ... 0.023 Ha

```
! RIJCOSX wB97M-V def2-TZVPD def2/J DEFGRID3
* xyz 0 1
C 0.153 0.463 -0.021
F 1.448 0.436 -0.539
F 0.025 1.773 0.342
P -0.076 -0.765 1.461
S -1.258 0.156 -1.135
H -0.581 -1.840 0.693
H 1.263 -1.258 1.434
H -0.974 1.035 -2.235
*
```

These are the natural (NBO) partial charges, in e, on atoms 1 to 5: C 0.34; F -0.35; F -0.36; P 0.26; S -0.06

Model ii:
Below is 2 unconnected molecules or ions with the total composition CH3F2PS, with properties calculated with ωB97M-V/def2-TZVPD.

Values from the calculation:
Lowest unoccupied orbital energy ... -0.010 Ha

```
! RIJCOSX wB97M-V def2-TZVPD def2/J DEFGRID3
* xyz 0 1
C 0.163 -2.398 -1.015
F -0.013 -3.415 -0.270
F -0.994 -1.596 -0.915
P -0.052 1.072 1.207
S 0.882 1.331 -0.726
H -0.637 2.303 1.421
H -0.974 0.493 0.459
H 1.626 2.210 -0.162
*
```

These are the natural (NBO) partial charges, in e, on atoms 1 to 5: C 0.69; F -0.30; F -0.39; P 0.23; S -0.28

Name the most stable of them. model i.

Model i:
Below is a molecular structure, C4H2N2O, with properties calculated with ωB97M-V/def2-TZVPD.

Values from the calculation:
Lowest unoccupied orbital energy ... -0.024 Ha

```
! RIJCOSX wB97M-V def2-TZVPD def2/J DEFGRID3
* xyz 0 1
N -1.427 0.568 0.144
C -0.872 -0.642 -0.064
O -1.462 -1.701 -0.156
C 0.556 -0.780 -0.221
C 1.762 -1.045 -0.368
C 2.233 0.257 -0.014
N 2.573 1.324 0.292
H -0.927 1.445 0.192
H -2.436 0.573 0.194
*
```

These are the natural (NBO) partial charges, in e, on atoms 1 to 5: N -0.79; C 0.57; O -0.53; C 0.14; C -0.10

Model ii:
Below is C4H2N2O in the gas phase, with properties calculated with ωB97M-V/def2-TZVPD.

Values from the calculation:
Structure (SMILES) ... N#CC#CC(N)=O
Lowest unoccupied orbital energy ... -0.017 Ha

```
! RIJCOSX wB97M-V def2-TZVPD def2/J DEFGRID3
* xyz 0 1
N 1.434 0.332 -1.028
C 0.162 0.809 -1.060
O -0.261 1.648 -1.824
C -0.647 0.163 -0.009
C -1.140 -0.421 0.923
C -1.559 -1.137 2.031
N -1.825 -1.757 2.973
H 1.716 -0.353 -0.345
H 2.119 0.715 -1.661
*
```

These are the natural (NBO) partial charges, in e, on atoms 1 to 5: N -0.79; C 0.60; O -0.54; C 0.04; C -0.10

Name the most stable of them. model ii.

Model i:
Below is 2 unconnected molecules or ions with the total composition CH3FIN, with properties calculated with ωB97M-V/def2-TZVPD.

Values from the calculation:
Lowest unoccupied orbital energy (alpha / beta) ... -0.028 / -0.109 Ha

```
! RIJCOSX wB97M-V def2-TZVPD def2/J DEFGRID3
* xyz 0 1
C -0.639 -0.243 0.026
N 0.207 0.873 0.293
F -0.046 1.905 -0.581
I 3.027 -0.834 0.359
H -1.620 -0.144 0.373
H -0.720 -0.460 -1.151
H -0.210 -1.096 0.681
*
```

These are the natural (NBO) partial charges, in e, on atoms 1 to 5: C -0.54; N 0.11; F -0.24; I -0.02; H 0.22

Model ii:
Below is 2 unconnected molecules or ions with the total composition CH3FIN, with properties calculated with ωB97M-V/def2-TZVPD.

Values from the calculation:
Structure (SMILES) ... C=NI.F
Lowest unoccupied orbital energy ... -0.009 Ha

```
! RIJCOSX wB97M-V def2-TZVPD def2/J DEFGRID3
* xyz 0 1
C -0.570 -0.372 0.027
N 0.121 -1.232 0.634
F 0.457 1.702 -1.295
I 1.215 -0.852 2.270
H 0.628 0.780 -0.979
H -0.837 0.601 0.353
H -1.014 -0.627 -1.010
*
```

These are the natural (NBO) partial charges, in e, on atoms 1 to 5: C -0.14; N -0.56; F -0.56; I 0.31; H 0.56

Name the most stable of them. model ii.

Model i:
Below is C19H24N4O3 in the gas phase, with properties calculated with ωB97M-V/def2-TZVPD.

Values from the calculation:
Structure (SMILES) ... COc1ccccc1C(=O)N1CCN(Cc2nc(CC3CC3)no2)CC1
Lowest unoccupied orbital energy ... 0.027 Ha

```
! RIJCOSX wB97M-V def2-TZVPD def2/J DEFGRID3
* xyz 0 1
C 2.998 3.485 3.311
H 2.436 4.345 3.672
H 3.090 2.750 4.117
H 3.996 3.812 3.000
O 2.259 2.977 2.228
C 2.762 1.917 1.535
C 3.920 1.224 1.868
C 4.328 0.145 1.100
C 3.600 -0.252 -0.005
C 2.451 0.442 -0.350
C 2.022 1.514 0.414
C 0.818 2.298 -0.021
O 0.853 3.019 -1.000
N -0.289 2.159 0.745
C -0.475 1.160 1.764
H 0.485 0.748 2.073
C -1.372 0.043 1.223
N -2.640 0.610 0.793
C -3.617 -0.388 0.439
C -3.255 -1.284 -0.704
N -2.222 -1.225 -1.486
C -2.401 -2.285 -2.333
N -3.490 -2.948 -2.075
O -4.061 -2.309 -1.012
C -1.458 -2.627 -3.422
C -0.190 -3.303 -2.925
C 0.472 -2.872 -1.653
C -0.214 -4.203 -1.729
H 0.392 -5.096 -1.744
H -1.150 -4.329 -1.207
H 1.551 -2.849 -1.616
H 0.003 -2.087 -1.081
H 0.460 -3.591 -3.743
H -1.187 -1.703 -3.940
H -1.975 -3.292 -4.117
H -3.807 -1.023 1.313
H -4.558 0.114 0.189
C -2.437 1.614 -0.244
C -1.542 2.727 0.301
H -1.325 3.459 -0.478
H -2.028 3.216 1.150
H -3.409 2.026 -0.521
H -1.965 1.180 -1.137
H -1.567 -0.688 2.011
H -0.849 -0.457 0.394
H -0.960 1.631 2.626
H 1.879 0.157 -1.219
H 3.926 -1.091 -0.600
H 5.229 -0.384 1.374
H 4.511 1.516 2.721
*
```

These are the natural (NBO) partial charges, in e, on atoms 1 to 5: C -0.25; H 0.20; H 0.17; H 0.18; O -0.51

Model ii:
Below is C19H24N4O3 in the gas phase, with properties calculated with ωB97M-V/def2-TZVPD.

Values from the calculation:
Structure (SMILES) ... COc1ccccc1CN1C[C@H](C(=O)NCc2cnn(C)c2)CCC1=O
Lowest unoccupied orbital energy ... 0.023 Ha

```
! RIJCOSX wB97M-V def2-TZVPD def2/J DEFGRID3
* xyz 0 1
C -1.963 -1.657 2.420
H -1.944 -1.044 3.320
O -0.677 -1.531 1.852
C -0.368 -2.301 0.765
C -1.299 -3.054 0.059
C -0.908 -3.787 -1.049
C 0.411 -3.781 -1.464
C 1.342 -3.040 -0.757
C 0.975 -2.302 0.356
C 2.005 -1.476 1.081
N 2.321 -0.280 0.323
C 3.574 -0.027 -0.117
O 4.520 -0.755 0.110
C 3.659 1.243 -0.941
C 2.998 2.444 -0.253
H 3.685 2.860 0.484
H 2.798 3.214 -1.002
C 1.677 2.070 0.429
C 0.514 2.962 -0.003
O 0.492 3.567 -1.052
N -0.517 2.955 0.876
H -0.452 2.348 1.679
C -1.870 3.287 0.454
C -2.559 2.033 0.024
C -2.355 1.334 -1.152
N -3.073 0.201 -1.069
N -3.723 0.114 0.086
C -3.423 1.210 0.761
H -3.837 1.376 1.736
C -3.167 -0.849 -2.043
H -3.357 -0.430 -3.032
H -3.991 -1.498 -1.757
H -2.244 -1.433 -2.071
H -1.763 1.579 -2.011
H -1.778 3.987 -0.379
H -2.400 3.762 1.282
H 1.785 2.102 1.517
C 1.261 0.644 0.023
H 1.026 0.633 -1.049
H 0.369 0.332 0.569
H 3.161 1.045 -1.894
H 4.708 1.452 -1.147
H 1.634 -1.199 2.072
H 2.942 -2.029 1.181
H 2.377 -3.029 -1.064
H 0.714 -4.354 -2.327
H -1.645 -4.365 -1.586
H -2.334 -3.067 0.362
H -2.742 -1.287 1.746
H -2.174 -2.694 2.696
*
```

These are the natural (NBO) partial charges, in e, on atoms 1 to 5: C -0.27; H 0.19; O -0.53; C 0.38; C -0.33

Name the most stable of them. model ii.

Model i:
Below is CH6N4S in the gas phase, with properties calculated with ωB97M-V/def2-TZVPD.

Values from the calculation:
Structure (SMILES) ... [H]/N=C(/NN)NS
Lowest unoccupied orbital energy ... 0.022 Ha

```
! RIJCOSX wB97M-V def2-TZVPD def2/J DEFGRID3
* xyz 0 1
C -0.806 0.387 -0.340
H -0.072 -1.826 -0.460
H 1.536 -1.458 -1.298
H -0.360 0.028 -2.313
H -2.190 1.508 0.217
H -1.039 -0.097 1.648
H 1.348 1.530 1.326
N 0.386 -1.338 -1.396
N 0.052 -0.026 -1.351
N -1.900 0.972 -0.664
N -0.458 -0.181 0.894
S 1.191 0.126 1.284
*
```

These are the natural (NBO) partial charges, in e, on atoms 1 to 5: C 0.53; H 0.35; H 0.34; H 0.40; H 0.33

Model ii:
Below is a molecular structure, CH6N4S, with properties calculated with ωB97M-V/def2-TZVPD.

Values from the calculation:
Lowest unoccupied orbital energy ... 0.024 Ha

```
! RIJCOSX wB97M-V def2-TZVPD def2/J DEFGRID3
* xyz 0 1
C -0.045 0.382 -0.592
N -0.683 -0.642 1.673
N 1.173 0.144 -1.216
N -0.452 1.503 0.128
N -0.176 -1.062 0.661
S 0.063 -2.522 0.110
H -0.809 0.197 -1.358
H -0.807 -1.284 2.421
H 2.073 0.310 -0.897
H 1.117 -0.270 -2.094
H -1.476 1.523 0.229
H 0.023 1.720 0.936
*
```

These are the natural (NBO) partial charges, in e, on atoms 1 to 5: C 0.31; N -0.43; N -0.81; N -0.79; N -0.25

Name the most stable of them. model ii.

Model i:
Below is 2 unconnected molecules or ions with the total composition C3H10NOS, with properties calculated with ωB97M-V/def2-TZVPD.

Values from the calculation:
Lowest unoccupied orbital energy ... 0.127 Ha

```
! RIJCOSX wB97M-V def2-TZVPD def2/J DEFGRID3
* xyz -1 1
C 2.148 0.159 -1.045
S 1.932 -1.596 -1.499
C 0.157 -1.670 -1.248
H 1.342 0.752 -1.455
H 3.123 0.504 -1.397
H 2.073 0.224 0.033
H -0.399 -1.275 -2.099
H -0.130 -2.713 -1.111
H -0.104 -1.088 -0.360
N -2.175 1.556 1.477
C -1.048 0.573 1.670
O -0.077 0.662 0.769
H -1.709 2.360 1.066
H -2.799 1.188 0.769
H -0.741 0.766 2.715
H -1.592 -0.403 1.715
*
```

These are the natural (NBO) partial charges, in e, on atoms 1 to 5: C -0.73; S 0.10; C -0.77; H 0.23; H 0.19

Model ii:
Below is 2 unconnected molecules or ions with the total composition C3H10NOS, with properties calculated with ωB97M-V/def2-TZVPD.

Values from the calculation:
Lowest unoccupied orbital energy ... 0.140 Ha

```
! RIJCOSX wB97M-V def2-TZVPD def2/J DEFGRID3
* xyz -1 1
C -2.059 -0.904 0.447
N -0.883 -0.536 -0.348
C 0.360 -0.646 0.453
C 1.591 -0.483 -0.488
S 2.771 0.730 0.235
H -3.001 -0.699 -0.059
H -1.990 -1.970 0.669
H -2.127 -0.356 1.403
H -1.020 0.467 -0.458
H 0.326 -1.586 1.023
H 0.324 0.112 1.244
H 2.126 -1.432 -0.541
H 1.109 -0.275 -1.442
H 1.096 2.232 -0.057
H 0.870 2.562 -1.468
O 0.506 2.785 -0.614
*
```

These are the natural (NBO) partial charges, in e, on atoms 1 to 5: C -0.41; N -0.63; C -0.23; C -0.53; S -0.71

Name the most stable of them. model ii.